(1)
Formula: C35H39FN5O2Os
Source: the OMol25 dataset
Level of theory: ωB97M-V/def2-TZVPD

The value obtained for the LUMO energy (spin up / spin down) is -0.3614 / -0.3614 Eh. As for the largest force on an atom: 0.5 eV Å⁻¹. Its relative energy (zero: lowest compared OMol25 entry of this formula, charge and spin) is 0.116 eV. The value obtained for the HOMO energy (spin up / spin down) is -16.12 / -16.12 eV. Its total energy is -1970.98037 hartree.

The geometry in ORCA input format:
```
! wB97M-V def2-TZVPD RIJCOSX def2/J DEFGRID3
* xyz 3 1
Os -0.544 0.159 0.497
C -2.065 3.766 2.516
C -3.436 3.600 2.452
C -3.931 2.462 1.837
C -3.050 1.526 1.326
N -1.713 1.679 1.401
C -1.248 2.794 1.974
C -3.489 0.312 0.635
C -4.813 -0.046 0.465
C -5.128 -1.206 -0.222
C -4.102 -1.991 -0.725
C -2.800 -1.594 -0.516
N -2.485 -0.461 0.148
H -1.624 4.641 2.973
H -4.108 4.341 2.863
H -4.997 2.310 1.758
H -0.184 2.922 1.970
H -5.599 0.577 0.865
H -6.162 -1.493 -0.361
H -4.303 -2.902 -1.270
H -1.979 -2.180 -0.883
F 4.141 2.985 -0.941
C 3.335 2.281 -0.178
C 2.819 2.886 0.980
C 1.950 2.177 1.755
C 1.583 0.837 1.428
C 0.620 0.101 2.233
C 2.232 0.231 0.327
C 3.063 0.973 -0.511
H 3.136 3.888 1.238
H 1.593 2.614 2.679
H 0.208 0.545 3.133
H 0.802 -0.969 2.340
H 2.126 -0.830 0.172
H 3.560 0.531 -1.365
C -2.047 4.671 -2.209
C -0.819 3.785 -2.036
C -0.365 3.226 -3.383
C 0.298 4.561 -1.351
N -1.279 2.697 -1.110
N -0.355 1.598 -1.021
H -1.785 5.555 -2.789
H -2.427 4.998 -1.241
H -2.842 4.148 -2.746
H -0.160 4.048 -4.068
H -1.140 2.607 -3.842
H 0.563 2.648 -3.314
H 0.682 5.329 -2.021
H 1.152 3.927 -1.090
H -0.066 5.040 -0.442
H -2.135 2.309 -1.501
H 0.584 2.001 -0.967
H -0.355 1.063 -1.896
C 3.963 -3.962 -0.702
O 2.700 -3.923 -0.021
C 2.665 -3.426 1.227
C 3.704 -2.730 1.838
C 3.586 -2.310 3.155
C 2.439 -2.575 3.892
C 1.399 -3.266 3.296
C 1.498 -3.663 1.968
N 0.464 -4.505 1.451
C -0.085 -4.614 0.279
C 0.031 -3.821 -0.911
C -0.093 -4.545 -2.113
C 0.120 -3.951 -3.337
C 0.428 -2.596 -3.380
C 0.481 -1.845 -2.216
C 0.267 -2.425 -0.966
O 0.259 -1.673 0.136
H 3.788 -4.523 -1.614
H 4.713 -4.470 -0.097
H 4.302 -2.955 -0.950
H 4.625 -2.550 1.300
H 4.417 -1.795 3.618
H 2.369 -2.279 4.930
H 0.508 -3.515 3.862
H 0.182 -5.221 2.113
H -0.709 -5.499 0.185
H -0.324 -5.603 -2.066
H 0.054 -4.531 -4.246
H 0.613 -2.116 -4.333
H 0.724 -0.790 -2.264
*
```

---

(2)
Formula: CH2F3P
Source: the OMol25 dataset
Level of theory: ωB97M-V/def2-TZVPD

The value obtained for the LUMO energy is -0.0112 Eh. As for the largest force on an atom: 2.6 eV Å⁻¹. Its relative energy (zero: lowest compared OMol25 entry of this formula, charge and spin) is 2.367 eV. The value obtained for the HOMO energy is -9.22 eV. Its total energy is -680.20962 hartree.

The geometry in ORCA input format:
```
! wB97M-V def2-TZVPD RIJCOSX def2/J DEFGRID3
* xyz 0 1
C 0.107 0.922 0.090
F -2.704 0.635 -0.991
F -2.570 -1.071 0.525
F 1.398 0.922 0.746
P -2.326 0.549 0.579
H 0.301 0.128 -0.565
H -0.165 1.905 -0.250
*
```

---

(3)
Formula: C15H48N2O9
Source: the OMol25 dataset
Level of theory: ωB97M-V/def2-TZVPD

The value obtained for the LUMO energy is 0.0099 Eh. The SMILES is NC(N)=O.CCO.CCO.CCO.CCO.CCO.CCO.CO.CO. As for the largest force on an atom: 10.6 eV Å⁻¹. Its relative energy (zero: lowest compared OMol25 entry of this formula, charge and spin) is 2.419 eV. The value obtained for the HOMO energy is -9.48 eV. Its total energy is -1386.75681 hartree.

The geometry in ORCA input format:
```
! wB97M-V def2-TZVPD RIJCOSX def2/J DEFGRID3
* xyz 0 1
N 4.016 9.069 19.292
C 3.076 8.246 19.074
N 2.559 8.244 17.902
O 2.636 7.241 20.023
H 4.329 9.115 20.288
H 4.803 8.959 18.615
H 1.790 7.654 17.656
H 2.918 8.810 17.066
C 0.112 9.092 20.869
C -0.201 8.252 22.105
O -1.042 7.179 21.700
H 0.311 8.409 19.988
H 0.956 9.713 21.011
H -0.760 9.690 20.537
H -0.736 8.765 22.928
H 0.638 7.775 22.557
H -1.075 6.600 22.475
C 1.954 6.142 24.495
C 2.262 5.344 23.219
O 2.857 6.364 22.465
H 1.456 5.509 25.277
H 1.333 6.971 24.286
H 2.860 6.594 24.971
H 1.406 4.801 22.830
H 2.988 4.568 23.562
H 2.727 6.198 21.521
C 2.564 10.567 22.987
C 3.672 9.564 23.142
O 3.977 8.789 22.076
H 1.595 10.130 22.929
H 2.790 11.048 22.061
H 2.471 11.369 23.709
H 3.671 8.910 24.010
H 4.388 10.332 23.276
H 3.511 7.883 22.063
C 7.468 8.238 21.864
C 7.752 8.752 23.274
O 8.570 7.690 23.632
H 6.810 9.001 21.358
H 7.064 7.236 21.994
H 8.369 8.232 21.248
H 6.755 8.953 23.848
H 8.433 9.618 23.277
H 8.059 6.942 23.835
C 5.583 11.965 20.707
C 6.156 13.255 20.243
O 5.840 13.613 18.844
H 6.159 11.861 21.681
H 5.862 11.096 20.103
H 4.527 11.925 20.896
H 7.264 13.208 20.294
H 5.914 14.078 20.922
H 5.850 14.550 18.703
C 5.332 5.215 20.626
C 6.729 4.827 20.165
O 6.832 3.383 19.987
H 4.570 5.117 19.898
H 5.246 6.289 21.000
H 4.971 4.656 21.426
H 7.462 5.156 20.873
H 6.897 5.377 19.234
H 7.285 3.187 19.127
C -0.040 12.518 21.536
O -0.669 13.457 20.668
H -0.679 11.652 21.608
H 0.075 12.869 22.542
H 0.951 12.107 21.264
H -0.823 12.926 19.872
C 2.882 14.279 21.196
O 1.932 14.886 22.034
H 3.443 13.522 21.795
H 3.714 14.884 20.858
H 2.416 13.864 20.271
H 1.086 14.620 21.758
*
```